Molecular formula: C28H27BrF32O7S
Method: DFT, the ωB97M-V functional and the def2-TZVPD basis

Properties
- F_max: 4.94 eV/Å
- Total charge: 0
- Total energy: -211641.6600 eV
- Energy above the lowest of the compared OMol25 structures with the same formula, charge and spin: 25.2 kcal per mole
- Structure (SMILES): C=C[C@@]1([C@H](Br)CC)OC(=O)O[C@@H]1S.FC(F)C(F)(F)COC(F)(F)C(F)F.FC(F)C(F)(F)COC(F)(F)C(F)F.FC(F)C(F)(F)COC(F)(F)C(F)F.FC(F)C(F)(F)COC(F)(F)C(F)F

Bonds (Å) are listed after each position.
Element x y z (Å)
1 C 0.87 1.29 1.11  C2 1.313, H14 1.094, H15 1.093
2 C 0.46 0.06 1.33  C1 1.313, C3 1.523, H16 1.098
3 C 0.32 -1.00 0.24  C2 1.523, C4 1.550, O8 1.473, C12 1.545
4 C -1.06 -1.17 -0.46  C3 1.550, Br5 1.962, C6 1.554, H17 1.100
5 Br -1.67 0.52 -1.23  C4 1.962
6 C -2.16 -1.85 0.41  C4 1.554, C7 1.554, H18 1.106, H19 1.099
7 C -3.08 -0.88 1.20  C6 1.554, H20 1.106, H21 1.096, H22 1.102
8 O 1.15 -0.51 -0.87  C3 1.473, C9 1.357
9 C 1.81 -1.57 -1.41  O8 1.357, O10 1.145, O11 1.407
10 O 2.60 -1.57 -2.24  C9 1.145
11 O 1.38 -2.74 -0.75  C9 1.407, C12 1.429
12 C 1.19 -2.23 0.57  C3 1.545, O11 1.429, S13 1.813, H23 1.108
13 S 0.73 -3.39 1.89  C12 1.813, H24 1.359
14 H 1.47 1.55 0.23  C1 1.094
15 H 0.63 2.10 1.80  C1 1.093
16 H 0.24 -0.21 2.37  C2 1.098
17 H -0.88 -1.84 -1.31  C4 1.100
18 H -2.81 -2.40 -0.29  C6 1.106
19 H -1.77 -2.60 1.12  C6 1.099
20 H -3.75 -1.51 1.81  C7 1.106
21 H -3.72 -0.28 0.55  C7 1.096
22 H -2.50 -0.23 1.87  C7 1.102
23 H 2.17 -1.75 0.81  C12 1.108
24 H 0.85 -2.69 3.05  S13 1.359
25 F -1.31 -2.63 6.72  C26 1.349
26 C -0.73 -3.11 7.84  F25 1.349, F27 1.355, C28 1.529, H39 1.094
27 F -1.73 -3.51 8.66  C26 1.355
28 C 0.11 -2.05 8.55  C26 1.529, F29 1.350, F30 1.363, C31 1.539
29 F -0.66 -1.03 8.99  C28 1.350
30 F 0.65 -2.63 9.66  C28 1.363
31 C 1.29 -1.47 7.74  C28 1.539, O32 1.424, H40 1.090, H41 1.091
32 O 1.09 -0.23 7.08  C31 1.424, C33 1.385
33 C 0.48 -0.23 5.83  O32 1.385, F34 1.349, F35 1.350, C36 1.529
34 F 0.42 -1.49 5.35  C33 1.349
35 F 1.31 0.45 5.01  C33 1.350
36 C -0.88 0.46 5.84  C33 1.529, F37 1.346, F38 1.354, H42 1.092
37 F -1.72 -0.12 6.72  C36 1.346
38 F -1.45 0.37 4.61  C36 1.354
39 H -0.13 -3.98 7.59  C26 1.094
40 H 2.07 -1.25 8.47  C31 1.090
41 H 1.74 -2.21 7.08  C31 1.091
42 H -0.77 1.52 6.10  C36 1.092
43 F -0.66 1.99 -5.95  C44 1.349
44 C -0.16 1.40 -4.84  F43 1.349, F45 1.357, C46 1.529, H57 1.094
45 F -1.23 1.01 -4.10  C44 1.357
46 C 0.73 2.34 -4.03  C44 1.529, F47 1.353, F48 1.361, C49 1.539
47 F 0.01 3.38 -3.55  C46 1.353
48 F 1.17 1.64 -2.95  C46 1.361
49 C 1.98 2.88 -4.75  C46 1.539, O50 1.424, H58 1.090, H59 1.091
50 O 1.90 4.18 -5.32  C49 1.424, C51 1.387
51 C 1.35 4.30 -6.59  O50 1.387, F52 1.345, F53 1.351, C54 1.530
52 F 1.22 3.09 -7.17  C51 1.345
53 F 2.26 4.98 -7.33  C51 1.351
54 C 0.04 5.09 -6.59  C51 1.530, F55 1.348, F56 1.353, H60 1.092
55 F -0.87 4.52 -5.78  C54 1.348
56 F -0.48 5.13 -7.84  C54 1.353
57 H 0.38 0.50 -5.14  C44 1.094
58 H 2.74 2.99 -3.97  C49 1.090
59 H 2.40 2.15 -5.44  C49 1.091
60 H 0.22 6.12 -6.25  C54 1.092
61 F -6.16 1.00 0.01  C62 1.349
62 C -5.97 2.34 0.06  F61 1.349, F63 1.355, C64 1.528, H75 1.094
63 F -4.72 2.54 0.54  C62 1.355
64 C -6.99 3.04 0.95  C62 1.528, F65 1.351, F66 1.363, C67 1.539
65 F -6.85 2.66 2.24  C64 1.351
66 F -6.71 4.37 0.92  C64 1.363
67 C -8.47 2.89 0.55  C64 1.539, O68 1.423, H76 1.090, H77 1.091
68 O -9.23 1.89 1.22  C67 1.423, C69 1.388
69 C -9.17 0.59 0.75  O68 1.388, F70 1.345, F71 1.350, C72 1.530
70 F -8.57 0.55 -0.45  C69 1.345
71 F -10.45 0.20 0.55  C69 1.350
72 C -8.53 -0.37 1.76  C69 1.530, F73 1.348, F74 1.353, H78 1.092
73 F -7.28 0.03 2.09  C72 1.348
74 F -8.43 -1.61 1.23  C72 1.353
75 H -6.01 2.73 -0.96  C62 1.094
76 H -8.95 3.82 0.85  C67 1.090
77 H -8.60 2.84 -0.53  C67 1.091
78 H -9.12 -0.42 2.67  C72 1.092
79 F 8.00 -2.78 -4.88  C80 1.347
80 C 8.87 -3.42 -4.08  F79 1.347, F81 1.357, C82 1.529, H93 1.094
81 F 8.91 -4.71 -4.49  C80 1.357
82 C 8.47 -3.36 -2.60  C80 1.529, F83 1.350, F84 1.364, C85 1.540
83 F 7.31 -4.01 -2.40  C82 1.350
84 F 9.42 -4.04 -1.90  C82 1.364
85 C 8.38 -1.95 -1.98  C82 1.540, O86 1.422, H94 1.090, H95 1.091
86 O 7.09 -1.36 -1.90  C85 1.422, C87 1.388
87 C 6.60 -0.69 -3.01  O86 1.388, F88 1.348, F89 1.351, C90 1.529
88 F 7.58 -0.51 -3.92  C87 1.348
89 F 6.24 0.54 -2.59  C87 1.351
90 C 5.36 -1.37 -3.61  C87 1.529, F91 1.350, F92 1.357, H96 1.091
91 F 5.63 -2.65 -3.96  C90 1.350
92 F 4.96 -0.73 -4.73  C90 1.357
93 H 9.87 -3.00 -4.23  C80 1.094
94 H 8.67 -2.07 -0.94  C85 1.090
95 H 9.11 -1.27 -2.40  C85 1.091
96 H 4.54 -1.38 -2.89  C90 1.091